[1]
{
  "formula": "C10H11ClN2O2",
  "method": "ωB97M-V/def2-TZVPD",
  "species": ["C", "C", "C", "C", "C", "C", "C", "C", "C", "C", "N", "N", "O", "O", "Cl", "H", "H", "H", "H", "H", "H", "H", "H", "H", "H", "H"],
  "xyz": [[-0.487, 2.084, -0.228], [-1.524, 2.397, -1.048], [-0.342, 0.780, 0.206], [-2.494, 1.402, -1.374], [-1.262, -0.295, -0.083], [-2.399, 0.117, -0.827], [-4.955, -0.254, 1.690], [3.218, -0.776, -1.430], [2.688, -0.822, -0.080], [-1.061, -1.725, 0.362], [2.195, -0.977, 2.265], [2.513, -1.064, 1.063], [-4.651, -1.161, 2.342], [-5.264, 0.635, 1.059], [-3.610, -0.946, -1.370], [0.216, 2.654, 0.245], [-1.608, 3.386, -1.413], [0.576, 0.520, 0.848], [-3.310, 1.749, -1.999], [2.658, 0.114, -1.795], [4.304, -0.766, -1.427], [2.851, -1.644, -2.039], [-1.169, -2.422, -0.485], [-0.001, -1.839, 0.771], [-1.806, -2.034, 1.038], [1.434, -1.638, 2.645]],
  "de_lowest_kj_mol": 247.6,
  "charge": 0,
  "e_homo_ev": -8.2,
  "orbital_gap_ev": 8.727
}


[2]
{
  "formula": "C39H55FN9RuS2Si",
  "method": "ωB97M-V/def2-TZVPD",
  "species": ["Ru", "C", "Si", "C", "C", "N", "C", "C", "C", "C", "C", "C", "F", "H", "H", "H", "H", "H", "H", "H", "H", "H", "H", "H", "H", "H", "C", "N", "C", "C", "N", "C", "C", "N", "C", "C", "N", "C", "N", "C", "C", "C", "N", "C", "H", "H", "H", "H", "H", "H", "H", "H", "H", "H", "H", "H", "H", "H", "H", "H", "H", "H", "H", "H", "H", "H", "H", "H", "S", "C", "N", "C", "C", "N", "C", "C", "C", "C", "C", "C", "C", "C", "S", "C", "C", "C", "C", "C", "C", "C", "H", "H", "H", "H", "H", "H", "H", "H", "H", "H", "H", "H", "H", "H", "H", "H", "H", "H"],
  "xyz": [[-0.290, 0.357, -1.152], [-0.494, -4.531, -0.697], [-0.116, -2.797, -0.105], [1.680, -2.453, -0.482], [-0.398, -2.650, 1.725], [-1.153, -1.580, -0.981], [-2.472, -1.758, -1.177], [-3.220, -2.861, -0.665], [-4.566, -2.982, -0.900], [-5.249, -2.022, -1.658], [-4.567, -0.921, -2.173], [-3.230, -0.817, -1.930], [-2.568, 0.223, -2.447], [0.443, -5.096, -0.744], [-0.955, -4.567, -1.690], [-1.153, -5.058, -0.001], [2.274, -2.821, 0.363], [1.926, -1.401, -0.608], [2.004, -2.993, -1.376], [-0.044, -3.572, 2.204], [-1.451, -2.513, 1.986], [0.168, -1.812, 2.146], [-2.718, -3.603, -0.058], [-5.099, -3.830, -0.491], [-6.308, -2.135, -1.850], [-5.064, -0.158, -2.760], [-0.930, 3.957, 0.264], [-1.182, 4.499, -1.049], [-1.708, 5.847, -1.210], [-1.569, 6.071, -2.707], [-1.409, 4.712, -3.230], [-1.782, 4.476, -4.619], [-1.062, 3.832, -2.226], [-0.657, 2.582, -2.311], [-0.140, 2.110, -3.603], [1.199, 1.412, -3.402], [0.911, 0.060, -2.874], [1.510, -0.973, -3.449], [0.926, -2.170, -3.708], [-0.490, -2.321, -4.012], [1.888, -3.088, -4.335], [3.075, -2.179, -4.667], [2.780, -0.976, -3.880], [3.851, -0.147, -3.354], [-0.934, 4.778, 0.978], [0.040, 3.465, 0.295], [-1.696, 3.244, 0.560], [-1.126, 6.558, -0.628], [-2.750, 5.902, -0.883], [-0.701, 6.687, -2.954], [-2.452, 6.539, -3.134], [-2.431, 5.293, -4.926], [-2.344, 3.551, -4.729], [-0.934, 4.473, -5.303], [0.021, 2.900, -4.322], [-0.824, 1.382, -4.046], [1.810, 2.005, -2.720], [1.713, 1.350, -4.361], [-1.036, -1.496, -3.579], [-0.867, -3.257, -3.600], [-0.657, -2.321, -5.092], [1.450, -3.537, -5.224], [2.160, -3.888, -3.644], [3.129, -1.933, -5.728], [4.028, -2.608, -4.367], [4.635, -0.785, -2.947], [3.471, 0.482, -2.553], [4.284, 0.482, -4.131], [1.589, 1.341, 0.022], [1.053, 1.413, 1.682], [1.915, 1.857, 2.615], [1.427, 2.089, 3.974], [0.409, 1.039, 4.336], [-0.653, 1.035, 3.333], [-2.052, 0.913, 3.798], [-2.493, -0.511, 4.089], [-3.384, -1.166, 3.244], [-3.798, -2.462, 3.525], [-3.317, -3.120, 4.649], [-2.433, -2.471, 5.501], [-2.032, -1.171, 5.226], [-0.279, 1.085, 2.038], [-1.448, 0.590, 0.841], [3.383, 1.839, 2.443], [3.983, 0.634, 3.133], [4.795, 0.774, 4.251], [5.296, -0.349, 4.902], [4.981, -1.618, 4.440], [4.167, -1.765, 3.320], [3.671, -0.645, 2.671], [0.984, 3.087, 4.041], [2.268, 2.036, 4.660], [-0.025, 1.259, 5.308], [0.888, 0.056, 4.384], [-2.712, 1.360, 3.060], [-2.117, 1.507, 4.709], [-3.771, -0.655, 2.370], [-4.510, -2.952, 2.870], [-3.646, -4.128, 4.873], [-2.071, -2.970, 6.392], [-1.362, -0.665, 5.915], [3.787, 2.763, 2.857], [3.606, 1.825, 1.382], [5.051, 1.766, 4.613], [5.932, -0.230, 5.771], [5.371, -2.492, 4.947], [3.926, -2.757, 2.953], [3.040, -0.759, 1.792]],
  "charge": 2,
  "spin_multiplicity": 6,
  "e_homo_ev": [-11.6, -12.8],
  "orbital_gap_ev": [6.712, 5.641]
}


[3]
{
  "formula": "C4H6ClN3",
  "method": "ωB97M-V/def2-TZVPD",
  "species": ["C", "C", "C", "C", "N", "N", "N", "Cl", "H", "H", "H", "H", "H", "H"],
  "xyz": [[1.735, -0.199, 0.207], [0.476, -0.049, 0.454], [-0.173, 0.377, -1.004], [-0.301, -0.279, 1.704], [1.975, -0.045, -1.186], [1.000, 0.349, -1.830], [-1.315, -0.240, -1.332], [-0.415, 2.263, -0.799], [2.465, -0.668, 0.837], [-0.958, -1.131, 1.367], [-1.008, 0.436, 1.829], [0.180, -0.655, 2.525], [-1.593, -0.029, -2.237], [-2.069, -0.131, -0.535]],
  "de_lowest_kj_mol": 342.8,
  "charge": 0,
  "e_homo_ev": -9.5,
  "orbital_gap_ev": 9.380
}